The following is a DFT calculation (ωB97M-V/def2-TZVPD) of 4 unconnected molecules or ions with the total composition C18H34IO7PS.

Each atom is followed by the atoms it is bonded to, with distances in Å.
Cartesian coordinates (Å):
1 H 2.17484 -3.86484 0.99378  C2 1.094
2 C 1.46974 -4.67652 1.19578  H1 1.094, H12 1.094, O43 1.420, C45 1.515
3 H 4.26443 2.35279 -4.22120  C42 1.178
4 H 2.62445 -6.19038 0.17901  C45 1.095
5 C -0.98692 2.26794 4.26121  H13 1.094, H35 1.095, C38 1.515, H57 1.095
6 C -4.06018 0.58877 -3.15791  C10 1.643, O20 1.473, H30 1.181, P40 1.949
7 I -5.70850 -2.48538 -3.43835  P40 2.494
8 H 3.55410 -2.26908 -1.72066  C36 1.171
9 H -6.02816 1.41894 -5.23849  O33 1.012
10 C -2.49157 0.11643 -3.03876  C6 1.643, H16 1.194, H26 1.170, C31 1.652
11 O -3.32151 2.14431 -0.89715  S52 1.706, C53 1.492
12 H 1.01015 -4.49930 2.17284  C2 1.094
13 H -0.86334 3.28641 4.64009  C5 1.094
14 H -2.20429 1.01700 0.52968  C53 1.194
15 H -1.14414 2.06965 -0.61845  C53 1.170
16 H -2.45010 -0.99276 -3.47842  C10 1.194
17 H -2.61654 2.74766 2.92161  C38 1.094
18 H 2.07943 0.93920 6.15863  C50 1.094
19 H -0.16955 -5.35986 0.39526  O43 0.973
20 O -4.08561 1.99840 -3.58490  C6 1.473, S52 1.710
21 H -0.40212 2.34164 -2.64985  C49 1.172
22 O 2.34193 2.73215 5.21029  H48 0.973, C50 1.420
23 H 4.35673 1.82880 6.70326  C25 1.095
24 H -2.33664 0.46785 3.04859  O41 0.973
25 C 4.17369 1.28049 5.77329  H23 1.095, H47 1.095, C50 1.515, H60 1.094
26 H -1.81777 0.76297 -3.74372  C10 1.170
27 C 1.89761 2.52056 -3.49070  C42 1.663, H44 1.191, C49 1.672
28 H 2.20266 -2.77640 -2.95493  C36 1.180
29 C 2.18748 -0.54622 -2.48131  C34 1.664, C36 1.653, C46 1.663
30 H -4.71078 0.35935 -2.19914  C6 1.181
31 C -1.93518 -0.00815 -1.48781  C10 1.652, C53 1.642, C55 1.639, H56 1.194
32 H -0.02961 -0.97823 -0.43160  C55 1.174
33 O -6.32415 0.45347 -5.17020  H9 1.012, P40 1.750
34 C 0.71972 0.20094 -2.24585  C29 1.664, C49 1.638, C55 1.638
35 H -1.59610 1.69903 4.97117  C5 1.095
36 C 2.43009 -2.11131 -2.00672  H8 1.171, H28 1.180, C29 1.653, H61 1.178
37 H 1.47213 -6.83174 1.34341  C45 1.095
38 C -1.62965 2.27616 2.88970  C5 1.515, H17 1.094, O41 1.420, H58 1.094
39 H 4.51656 -0.33869 -3.33418  C46 1.187
40 P -4.92143 -0.41628 -4.58787  C6 1.949, I7 2.494, O33 1.750
41 O -1.77525 0.94603 2.41439  H24 0.973, C38 1.420
42 C 3.36913 1.77828 -3.71460  H3 1.178, C27 1.663, C46 1.646
43 O 0.45602 -4.64059 0.20207  C2 1.420, H19 0.973
44 H 1.84953 3.65316 -3.85488  C27 1.191
45 C 2.17851 -6.01474 1.16353  C2 1.515, H4 1.095, H37 1.095, H62 1.094
46 C 3.47616 0.21749 -3.20324  C29 1.663, H39 1.187, C42 1.646
47 H 4.81092 1.73276 5.00635  C25 1.095
48 H 2.90535 3.10526 4.51075  O22 0.973
49 C 0.60195 1.74891 -2.76918  H21 1.172, C27 1.672, C34 1.638
50 C 2.71392 1.37227 5.37975  H18 1.094, O22 1.420, C25 1.515, H59 1.094
51 H -0.53296 -1.69786 -2.09949  C55 1.194
52 S -3.22802 2.90973 -2.41917  O11 1.706, O20 1.710, O54 1.549
53 C -2.08077 1.36874 -0.60451  O11 1.492, H14 1.194, H15 1.170, C31 1.642
54 O -3.96077 4.27081 -2.31947  S52 1.549
55 C -0.43828 -0.67587 -1.48971  C31 1.639, H32 1.174, C34 1.638, H51 1.194
56 H -2.65041 -0.80726 -0.96258  C31 1.194
57 H -0.00584 1.78311 4.22351  C5 1.095
58 H -1.00702 2.82673 2.17836  C38 1.094
59 H 2.52538 0.83740 4.44399  C50 1.094
60 H 4.47534 0.23848 5.91234  C25 1.094
61 H 1.70885 -2.42150 -1.12845  C36 1.178
62 H 2.96639 -6.05710 1.92087  C45 1.094

Summary:
HOMO = -0.303 hartree
Relative energy (zero: lowest compared OMol25 entry of this formula, charge and spin) = 1089.3 kJ/mol
Lowest unoccupied orbital energy = -0.19 eV
Strongest force on any atom = 0.10423 hartree/bohr